{"formula": "C13H10IrN12", "method": "ωB97M-V/def2-TZVPD", "species": ["Ir", "N", "C", "N", "N", "N", "N", "C", "N", "N", "N", "N", "H", "C", "C", "C", "C", "C", "C", "N", "N", "C", "C", "C", "C", "C", "N", "H", "H", "H", "H", "H", "H", "H", "H", "H"], "xyz": [[1.093337, 0.059685, -0.003780], [3.862253, 2.221019, 0.005588], [4.092692, 0.902083, 0.010528], [5.325250, 0.402723, 0.018699], [5.140396, -0.900445, 0.018961], [3.850739, -1.176105, 0.011262], [3.137003, -0.057812, 0.005961], [2.642508, 2.761908, -0.009694], [2.460720, 4.078200, -0.021287], [1.152527, 4.213715, -0.040080], [0.561064, 3.031327, -0.037930], [1.468396, 2.073005, -0.018530], [4.666313, 2.847483, 0.007143], [-4.566620, 2.335591, 0.010780], [-4.675924, 0.936624, 0.000416], [-3.560962, 0.156097, -0.002266], [-2.218453, 0.750362, 0.004314], [-2.156031, 2.176063, 0.017077], [-3.286516, 2.933126, 0.019460], [-1.107222, -0.041149, -0.000284], [-1.533647, -1.352733, -0.003462], [-0.653182, -2.294345, -0.003582], [-1.147490, -3.624223, -0.003978], [-0.272773, -4.674991, -0.003703], [1.086091, -4.387896, -0.003902], [1.522415, -3.060385, -0.004384], [0.707556, -2.005683, -0.003433], [-5.454696, 2.953600, 0.012384], [-5.652513, 0.473661, -0.006031], [-3.634124, -0.908716, -0.010235], [-1.205370, 2.655561, 0.023218], [-3.190727, 4.009984, 0.028269], [-2.219727, -3.767218, -0.004262], [-0.628919, -5.697272, -0.003687], [1.825322, -5.178083, -0.003990], [2.570306, -2.844746, -0.005552]], "atomic_forces_ev_per_a": [[-0.5360, -0.2749, -0.0013], [0.3584, 0.0179, 0.0013], [0.0751, 0.1298, 0.0028], [-0.3516, -0.2241, -0.0001], [-0.4827, 0.1067, -0.0038], [-0.0012, -0.5480, 0.0053], [0.5771, 0.0234, -0.0081], [-0.2302, 0.0012, 0.0013], [-0.4746, -0.3213, -0.0157], [-0.1891, -0.2326, 0.0084], [0.5506, 0.6546, -0.0329], [0.3516, 0.3830, 0.0193], [-0.0929, -0.0628, 0.0036], [0.1984, 0.0456, -0.0023], [-0.0133, 0.2370, 0.0010], [0.6507, 0.2314, 0.0005], [-0.4396, -0.2733, 0.0002], [-0.2104, -0.2386, 0.0212], [-0.3246, -0.1223, -0.0040], [0.4822, 0.1901, -0.0044], [-0.6920, 0.2887, -0.0020], [0.6420, 0.0001, 0.0016], [-0.1141, -0.1055, -0.0014], [0.1190, -0.1586, -0.0001], [0.0443, -0.0415, -0.0016], [-0.0443, 0.2252, -0.0008], [-0.2726, -0.1181, 0.0052], [0.0142, -0.0147, 0.0008], [-0.0060, -0.0172, 0.0012], [-0.1481, -0.2107, -0.0042], [0.1602, 0.0338, 0.0034], [-0.0580, 0.0199, 0.0024], [0.0674, 0.1003, 0.0004], [0.0256, 0.0505, 0.0005], [-0.0003, 0.1047, -0.0007], [0.3649, 0.1203, 0.0030]], "mulliken_charge": [0.949, 0.076, 0.514, -0.338, -0.721, -0.243, 0.295, 0.516, -0.397, -0.675, 0.092, -0.187, 0.278, -0.432, -0.739, -0.236, 0.177, -0.346, -0.591, -0.043, -0.292, 0.208, -0.381, -0.418, -0.773, 0.136, -0.330, 0.412, 0.403, 0.447, 1.227, 0.445, 0.440, 0.435, 0.407, 0.683], "charge": 1, "orbital_gap_ev": [7.98, 5.75], "spin_multiplicity": 5}



{"formula": "C42H39BCrN8O3PS3", "method": "ωB97M-V/def2-TZVPD", "species": ["Cr", "C", "N", "C", "C", "N", "B", "N", "C", "C", "N", "C", "C", "S", "C", "S", "H", "H", "H", "H", "H", "H", "H", "H", "H", "H", "H", "H", "C", "C", "C", "C", "C", "C", "C", "C", "C", "S", "C", "N", "H", "H", "H", "H", "H", "H", "H", "H", "O", "P", "C", "C", "C", "C", "C", "C", "C", "C", "C", "C", "C", "C", "C", "C", "C", "C", "C", "C", "H", "H", "H", "H", "H", "H", "H", "H", "H", "H", "H", "H", "H", "H", "H", "N", "C", "C", "C", "C", "C", "N", "C", "H", "H", "H", "H", "O", "N", "O"], "xyz": [[0.058575, 0.037486, -0.974513], [2.820714, 3.020529, 0.419666], [2.448473, 2.869702, 1.804161], [2.303836, 3.906214, 2.701438], [1.849011, 3.353509, 3.843216], [1.694781, 1.997516, 3.655411], [1.033130, 1.186819, 4.866751], [0.893704, -0.311708, 4.556991], [1.921942, -1.220864, 4.688643], [1.493730, -2.420232, 4.254960], [0.178693, -2.244436, 3.860728], [-0.685100, -3.252553, 3.299922], [-0.192596, -0.948937, 4.056351], [-1.737445, -0.339275, 3.734320], [2.057362, 1.697888, 2.392687], [2.138314, 0.187572, 1.595600], [3.453372, 3.902099, 0.317817], [1.930901, 3.126339, -0.205550], [3.368345, 2.132189, 0.106914], [2.537910, 4.924209, 2.445622], [1.611171, 3.808067, 4.788395], [-0.045708, 1.674195, 5.068708], [1.791424, 1.317437, 5.813057], [2.888083, -0.918607, 5.050254], [1.995844, -3.367166, 4.170796], [-0.170312, -4.211433, 3.341073], [-0.926501, -3.014575, 2.263791], [-1.615418, -3.299906, 3.865470], [-0.235239, -0.651496, -3.995967], [-0.947696, 0.640733, -3.695451], [-1.552302, 1.358088, -4.696047], [-2.131353, 2.613114, -4.449833], [-2.070935, 3.143519, -3.126854], [-2.610507, 4.386234, -2.757142], [-2.537648, 4.830141, -1.444998], [-1.928284, 4.052808, -0.468627], [-1.381037, 2.812860, -0.803620], [-0.604698, 1.783833, 0.390646], [-1.447005, 2.360171, -2.124378], [-0.896483, 1.112111, -2.400258], [-0.793122, -1.236444, -4.727695], [-0.103923, -1.281540, -3.113580], [0.762067, -0.465121, -4.409765], [-1.574420, 0.927669, -5.690932], [-2.610620, 3.178527, -5.238043], [-3.088209, 4.990662, -3.520123], [-2.958716, 5.792180, -1.177493], [-1.876191, 4.387911, 0.559832], [-1.822277, -1.071597, -0.793224], [-3.061810, -1.765019, -1.248286], [-2.974087, -2.363772, -2.950515], [-1.965965, -3.277296, -3.261484], [-1.833644, -3.756460, -4.554234], [-2.702990, -3.321061, -5.546587], [-3.702606, -2.407613, -5.244042], [-3.842424, -1.930204, -3.947242], [-3.485770, -3.192574, -0.240027], [-3.405052, -3.018130, 1.141578], [-3.774036, -4.050126, 1.987882], [-4.231103, -5.251091, 1.460651], [-4.307589, -5.428946, 0.085999], [-3.933686, -4.400927, -0.768717], [-4.485343, -0.669298, -1.149046], [-4.236923, 0.694152, -1.067738], [-5.293487, 1.594058, -1.053929], [-6.596604, 1.124137, -1.113830], [-6.849970, -0.242996, -1.172069], [-5.796507, -1.142748, -1.186653], [-1.268413, -3.601376, -2.498246], [-1.043567, -4.459504, -4.784490], [-2.596078, -3.688401, -6.559682], [-4.372607, -2.058176, -6.019216], [-4.614219, -1.207117, -3.717629], [-3.000083, -2.099708, 1.552695], [-3.688070, -3.912876, 3.058068], [-4.519421, -6.057408, 2.123759], [-4.649780, -6.370955, -0.323678], [-3.991172, -4.541549, -1.840616], [-3.217837, 1.039443, -0.996821], [-5.086325, 2.655373, -0.991439], [-7.424044, 1.822936, -1.106499], [-7.869652, -0.606392, -1.197639], [-5.987840, -2.209741, -1.217419], [6.346722, -1.002452, -1.629362], [5.381398, -0.419298, -1.846175], [4.200930, 0.349654, -2.135383], [4.258981, 1.421613, -3.020132], [3.104756, 2.141836, -3.250041], [1.935894, 1.761404, -2.613645], [1.873497, 0.715661, -1.783129], [2.992747, 0.030411, -1.529860], [5.192885, 1.674023, -3.504232], [3.091140, 2.993707, -3.914188], [1.018455, 2.313529, -2.759557], [2.925529, -0.781380, -0.822732], [1.029250, -3.482038, -1.508374], [0.952050, -2.887501, -0.468107], [0.784704, -1.601439, -0.614928]], "atomic_forces_ev_per_a": [[-1.7342, 1.3476, 0.2924], [0.0161, 0.0004, 0.0174], [-0.0969, 0.0285, -0.0515], [0.0460, -0.0099, 0.0062], [-0.0223, -0.0354, -0.0113], [-0.1379, 0.0264, -0.1072], [0.0880, -0.1137, 0.0592], [0.0321, 0.0900, 0.0702], [-0.0035, 0.0121, -0.0273], [0.0079, -0.0350, 0.0356], [-0.0296, -0.0612, -0.0176], [0.1129, 0.0397, 0.0134], [-0.0248, 0.0418, -0.1200], [-0.0523, -0.1380, -0.1094], [0.1817, 0.0744, 0.1055], [-0.1708, -0.0161, 0.0541], [-0.0004, 0.0103, 0.0045], [0.0140, -0.0027, 0.0525], [0.0204, 0.0477, 0.0418], [-0.0027, -0.0038, -0.0121], [-0.0282, -0.0090, -0.0043], [0.0393, 0.0455, 0.0403], [0.0154, -0.0026, -0.0470], [-0.0078, 0.0078, 0.0044], [-0.0098, -0.0026, -0.0170], [-0.0040, -0.0083, -0.0095], [0.0513, 0.0016, 0.0096], [0.0206, 0.0096, 0.0230], [0.0106, 0.1348, -0.0007], [0.0762, -0.0093, -0.0171], [-0.0615, 0.0071, 0.0215], [0.0088, 0.0162, 0.0515], [-0.0313, -0.0618, -0.0958], [0.0105, 0.0077, 0.0253], [-0.0109, 0.0038, -0.0422], [-0.0064, -0.0267, 0.0373], [0.0290, 0.0316, -0.0847], [0.1352, -0.0580, -0.1869], [-0.0127, -0.0386, 0.0606], [0.1360, -0.2754, -0.1359], [0.0382, 0.0598, -0.0117], [-0.0262, -0.0349, -0.0151], [0.0228, -0.0120, 0.0452], [0.0046, 0.0037, -0.0024], [-0.0111, -0.0040, 0.0045], [-0.0056, 0.0101, 0.0146], [-0.0060, -0.0014, 0.0047], [0.0019, 0.0172, -0.0047], [0.5580, 0.0937, 0.0158], [-0.2624, 0.1537, -0.0485], [0.0401, -0.0455, 0.0458], [-0.0446, -0.0820, 0.0060], [-0.0272, -0.0453, 0.0393], [-0.0154, 0.0045, 0.0128], [0.0045, 0.0033, -0.0103], [0.0747, 0.0533, -0.0107], [0.0755, -0.0054, 0.0196], [0.1717, -0.0403, -0.0502], [-0.0396, -0.0292, 0.0085], [-0.0006, -0.0028, -0.0040], [0.0111, 0.0064, -0.0073], [-0.0669, 0.0405, 0.0520], [-0.0085, -0.0309, -0.0474], [-0.0009, -0.0105, 0.0214], [-0.0236, 0.0129, 0.0080], [0.0134, 0.0044, -0.0076], [0.0107, -0.0392, 0.0047], [0.0266, 0.0123, -0.0196], [0.0205, -0.0010, 0.0307], [-0.0010, 0.0054, -0.0125], [0.0004, -0.0039, 0.0010], [0.0018, 0.0007, 0.0049], [-0.0028, 0.0076, 0.0012], [-0.0678, 0.1335, 0.1015], [-0.0503, 0.0038, -0.0195], [0.0043, 0.0028, 0.0021], [-0.0057, 0.0042, 0.0069], [0.0034, -0.0015, -0.0038], [0.0869, 0.0743, -0.0011], [0.0059, -0.0189, -0.0099], [0.0031, -0.0022, 0.0143], [0.0033, 0.0061, -0.0011], [-0.0203, 0.0055, -0.0108], [0.0067, -0.0279, -0.0382], [-0.0510, 0.0690, 0.0377], [0.0400, 0.0009, -0.0206], [-0.0025, -0.0055, 0.0085], [0.0387, 0.0480, -0.0147], [-0.0315, 0.0665, 0.0802], [0.2415, -0.1149, -0.0752], [0.0321, -0.0665, 0.0340], [-0.0041, 0.0211, 0.0052], [0.0140, -0.0006, 0.0002], [-0.0217, -0.0449, -0.0195], [-0.0615, -0.0074, -0.0531], [-0.0517, -0.1433, -0.1075], [-0.1164, 0.1802, 0.0336], [0.8665, -1.3600, 0.0335]], "mulliken_charge": [-1.190, -0.933, 0.173, -0.442, -0.790, 0.390, 0.317, -0.058, -0.499, -0.414, 0.240, -0.711, -0.178, -0.427, -0.295, -0.112, 0.380, 0.174, 0.339, 0.435, 0.455, -0.135, -0.218, 0.490, 0.400, 0.248, 0.034, 0.376, -1.592, 0.749, -0.797, -1.789, 0.912, -0.934, -0.867, -0.904, 0.845, 0.196, -1.335, 2.248, 0.445, 0.118, 0.302, 0.506, 0.338, 0.398, 0.372, 0.546, 2.230, 1.129, 0.472, -0.339, -0.823, -0.554, -0.687, -0.619, 0.588, -1.014, -0.562, -0.540, -0.727, -0.268, -0.654, -0.111, -0.298, -0.632, -0.680, -0.250, 0.391, 0.431, 0.365, 0.390, 0.415, 0.589, 0.452, 0.394, 0.419, 0.370, 0.117, 0.453, 0.381, 0.398, 0.448, -0.558, -0.258, 0.180, -0.333, -1.273, -0.427, 1.691, -0.576, 0.517, 0.522, 0.364, 0.466, -0.437, 0.116, -0.475], "charge": -1, "orbital_gap_ev": [4.31, 5.37], "spin_multiplicity": 5}



{"formula": "C2H2N3O2S2", "method": "ωB97M-V/def2-TZVPD", "species": ["C", "C", "N", "N", "N", "O", "O", "S", "S", "H", "H"], "xyz": [[0.578541, 1.101576, -0.459713], [2.472559, 0.117766, -0.023917], [1.891021, 1.271126, -0.408837], [0.161161, -0.110077, -0.071316], [1.423947, -0.772769, 0.163017], [-1.922878, -1.207824, -1.178989], [-1.806479, -1.386909, 1.305268], [-2.400064, 1.306516, 0.279545], [-1.745939, -0.566472, 0.118644], [-0.102378, 1.920435, -0.434232], [1.450510, -1.673368, 0.710530]], "atomic_forces_ev_per_a": [[0.0270, -0.6627, 1.7113], [-0.3928, -1.7443, 0.4801], [0.0191, 0.6022, -0.7050], [1.0931, -0.0806, 0.2449], [-0.7722, -0.1445, 0.5834], [-0.2459, 0.4709, 1.4445], [0.2125, 0.3725, -0.5819], [-0.3225, -1.4326, 0.0766], [1.0416, 0.7751, -1.2544], [-0.4087, 0.1893, -0.8310], [-0.2512, 1.6546, -1.1685]], "mulliken_charge": [0.068, -0.298, -0.443, -0.086, -0.099, -0.547, -0.542, -0.426, 0.920, 0.218, 0.234], "relative_energy_kj_mol": 183.0, "charge": -1, "orbital_gap_ev": 7.83, "spin_multiplicity": 1}